C32H57CaN2O2P2 as an isolated structure, computed with wB97M-V/def2-TZVPD.

Its orbital gap is 5.770 eV. The calculation puts the electronic energy at -2873.67674 Ha. The total charge is +1. The energy relative to the best compared isomer or geometry (same formula, charge and spin) comes out at 15.62 kcal per mole. As for the HOMO energy: -0.30344 Eh.

Each line ends with the Löwdin charge.
Geometry (Å):
C (-2.1462, -1.9736, -0.6039)  -0.371
C (-0.8166, -1.4954, -2.5007)  -0.377
C (-2.9351, -2.8494, -1.3520)  -0.070
C (-1.7705, -2.1511, -3.3252)  -0.060
C (-2.7753, -2.9024, -2.7445)  -0.064
H (-3.6891, -3.4253, -0.8318)  0.103
H (-1.6272, -2.1167, -4.4061)  0.112
H (-3.4714, -3.4721, -3.3414)  0.106
N (-1.0953, -1.3411, -1.1411)  -0.035
P (-2.1759, -0.1256, 1.6793)  1.065
P (1.8857, -0.5865, -2.1901)  1.013
C (-2.5062, -1.7601, 0.8716)  -0.289
H (-3.5809, -1.9594, 0.9736)  0.078
H (-1.9840, -2.5480, 1.4510)  0.089
C (1.5554, 2.2442, 1.9524)  0.051
O (1.8648, 2.9936, 2.7618)  0.081
C (0.4170, -1.0112, -3.0884)  -0.360
H (0.3566, -0.6911, -4.1514)  0.056
C (2.7434, 1.0974, -2.8551)  -0.659
C (2.7667, -2.2715, -2.6367)  -0.673
C (-3.7527, 0.9110, 1.2438)  -0.676
C (-2.1005, -0.6278, 3.5195)  -0.700
C (2.5729, 2.2756, -1.8657)  -0.121
H (3.0206, 2.0846, -0.8795)  0.062
H (3.0866, 3.1530, -2.3014)  0.096
H (1.5209, 2.5661, -1.7174)  0.036
C (4.2489, 0.8810, -3.0608)  -0.109
H (4.7601, 0.6358, -2.1199)  0.077
H (4.4763, 0.1020, -3.7964)  0.064
H (4.6926, 1.8150, -3.4425)  0.090
C (2.0632, 1.5080, -4.1557)  -0.114
H (2.6037, 2.3600, -4.6072)  0.098
H (1.9900, 0.6940, -4.8922)  0.086
H (1.0584, 1.8681, -3.9030)  0.035
C (4.1391, -2.3578, -1.9657)  -0.104
H (4.0513, -2.2881, -0.8745)  0.062
H (4.6110, -3.3261, -2.1776)  0.085
H (4.8392, -1.5843, -2.2889)  0.055
C (1.9064, -3.4514, -2.1599)  -0.088
H (1.5598, -3.3289, -1.1246)  0.068
H (1.0224, -3.5968, -2.7887)  0.077
H (2.4941, -4.3788, -2.2222)  0.090
C (2.8466, -2.2711, -4.1702)  -0.104
H (1.8480, -2.1808, -4.6174)  0.065
H (3.4539, -1.4461, -4.5624)  0.062
H (3.2651, -3.2177, -4.5355)  0.090
C (-1.9325, 0.6612, 4.3430)  -0.096
H (-1.8187, 0.3829, 5.3994)  0.092
H (-1.0331, 1.2168, 4.0432)  0.072
H (-2.8000, 1.3304, 4.2705)  0.067
C (-0.8652, -1.5203, 3.7204)  -0.106
H (-0.9879, -2.5158, 3.2766)  0.078
H (0.0490, -1.0756, 3.3122)  0.054
H (-0.7103, -1.6673, 4.7987)  0.095
C (-3.3270, -1.4163, 3.9905)  -0.089
H (-3.5248, -2.2997, 3.3706)  0.083
H (-3.1235, -1.7681, 5.0124)  0.094
H (-4.2361, -0.8128, 4.0445)  0.057
C (-4.2538, 0.5357, -0.1585)  -0.090
H (-4.7048, -0.4680, -0.1770)  0.086
H (-5.0320, 1.2601, -0.4465)  0.095
H (-3.4498, 0.5881, -0.9071)  0.061
C (-3.2794, 2.3789, 1.2633)  -0.115
H (-2.5238, 2.5748, 0.4894)  0.032
H (-4.1487, 3.0212, 1.0691)  0.090
H (-2.8679, 2.6698, 2.2407)  0.073
C (-4.8999, 0.7290, 2.2432)  -0.098
H (-5.2610, -0.3075, 2.2853)  0.084
H (-4.6578, 1.0847, 3.2549)  0.071
H (-5.7417, 1.3436, 1.8890)  0.094
Ca (0.1784, 0.3592, -0.0423)  1.031
N (-0.9531, 2.2225, -1.3789)  0.121
C (-1.4969, 2.7973, -2.2625)  -0.045
C (-2.1188, 2.8231, -3.6618)  -0.573
C (-1.4626, 1.7887, -4.5814)  -0.044
C (-3.5315, 2.3039, -3.4827)  -0.047
C (-1.9466, 4.2008, -4.2824)  -0.040
H (-0.4175, 2.0248, -4.7531)  0.058
H (-1.5584, 0.8052, -4.1356)  0.066
H (-1.9474, 1.7429, -5.5666)  0.113
H (-4.0482, 2.8049, -2.6637)  0.090
H (-4.0896, 2.3905, -4.4128)  0.103
H (-3.4594, 1.2390, -3.2373)  0.083
H (-2.2308, 4.2227, -5.3533)  0.106
H (-2.5222, 4.9455, -3.7460)  0.087
H (-0.8802, 4.4507, -4.2105)  0.093
C (3.5499, -0.7456, 2.3193)  -0.014
C (2.4636, -1.6344, 1.7769)  -0.432
C (2.6227, -3.0958, 2.0735)  -0.011
O (1.4704, -1.1545, 1.1404)  -0.205
H (4.4191, -1.3491, 2.6467)  0.097
H (3.1770, -0.1694, 3.1856)  0.098
H (3.8702, -0.0235, 1.5500)  0.093
H (2.6433, -3.2628, 3.1750)  0.113
H (1.7944, -3.6631, 1.6268)  0.091
H (3.5934, -3.4793, 1.6829)  0.108